Entry 1:
Entry from OMol25: a cluster of 2 separate species, C4H12IN2O in total (ωB97M-V/def2-TZVPD).

Bonds (Å) are listed after each position.
Positions of all 20 atoms, in Å:
1 C -0.54005 -3.00400 0.75135  C3 1.553, H9 1.122, H10 1.086, H11 1.043
2 C 1.36131 -1.72522 -0.55730  C3 1.505, H12 1.062, H13 1.115, H14 1.040
3 C -0.08268 -1.81973 -0.14345  C1 1.553, C2 1.505, N6 1.500, H15 1.116
4 C -0.33033 0.63486 0.40328  N6 1.326, O7 1.248, H16 1.067
5 N 0.12507 3.66596 0.02877  I8 2.074, H17 1.001, H19 0.973
6 N -0.38395 -0.64602 0.74017  C3 1.500, C4 1.326, H18 1.013
7 O -0.49564 1.57087 1.21232  C4 1.248, H20 1.031
8 I -1.36461 4.18145 -1.31865  N5 2.074
9 H -0.24470 -3.94382 0.21467  C1 1.122
10 H 0.07049 -3.02376 1.64965  C1 1.086
11 H -1.56781 -3.02539 0.93054  C1 1.043
12 H 1.96130 -1.62383 0.31265  C2 1.062
13 H 1.73273 -0.93570 -1.25153  C2 1.115
14 H 1.67112 -2.55836 -1.09740  C2 1.040
15 H -0.83244 -1.81531 -0.96989  C3 1.116
16 H -0.26761 0.84107 -0.64174  C4 1.067
17 H 0.86370 3.56025 -0.63854  N5 1.001
18 H -0.71487 -0.78844 1.68649  N6 1.013
19 H 0.45056 4.34444 0.64511  N5 0.973
20 H -0.06171 2.40977 0.79870  O7 1.031

Results
Kohn-Sham gap: 9.3 eV
largest force on an atom: 4.10 eV Å⁻¹
LUMO: -4.13 eV
charge: +1

=====

Entry 2:
Entry from OMol25: a cluster of 2 separate species, C6H12O in total (ωB97M-V/def2-TZVPD).

Bonds (Å) are listed after each position.
Positions of all 19 atoms, in Å:
1 C 1.98691 0.57895 -0.17546  C2 1.509, H5 1.099, H6 1.093, H7 1.096
2 C 1.62682 -0.69004 0.55668  C1 1.509, C3 1.336, H8 1.091
3 C 0.74746 -1.62212 0.17931  C2 1.336, C4 1.499, H9 1.093
4 C -0.11247 -1.60471 -1.04844  C3 1.499, H10 1.092, H11 1.098, H12 1.094
5 H 1.70864 1.47486 0.39668  C1 1.099
6 H 1.49967 0.67528 -1.14869  C1 1.093
7 H 3.06940 0.62105 -0.34276  C1 1.096
8 H 2.15386 -0.85116 1.49868  C2 1.091
9 H 0.59051 -2.48191 0.83556  C3 1.093
10 H -0.13439 -0.62026 -1.52088  C4 1.092
11 H 0.21725 -2.34887 -1.78601  C4 1.098
12 H -1.14120 -1.85394 -0.77006  C4 1.094
13 C -1.76382 0.58121 1.27918  C14 1.324, H16 1.086, H17 1.084
14 C -1.95108 1.45189 0.29922  C13 1.324, O15 1.367, H18 1.089
15 O -0.95938 1.78035 -0.58179  C14 1.367, H19 0.962
16 H -0.80242 0.09153 1.40466  C13 1.086
17 H -2.58693 0.34518 1.94467  C13 1.084
18 H -2.91132 1.94338 0.14744  C14 1.089
19 H -1.28293 2.44687 -1.19583  O15 0.962

Results
SMILES: C/C=C\C.C=CO
Kohn-Sham gap: 9.7 eV
largest force on an atom: 0.34 eV Å⁻¹
LUMO: 0.72 eV

=====

Entry 3:
Entry from OMol25: the molecule C2H5N3O (ωB97M-V/def2-TZVPD).

Bonds (Å) are listed after each position.
Positions of all 11 atoms, in Å:
1 C 0.05318 0.29144 0.93119  N3 1.348, O6 1.296, H7 1.029
2 C 1.38913 2.26809 0.22936  O6 1.276, H8 1.069, H9 1.118
3 N -0.46800 -0.63549 0.10242  C1 1.348, N4 1.296
4 N -0.06031 -1.49811 -0.77456  N3 1.296, N5 1.371
5 N -1.03139 -2.46159 -0.86938  N4 1.371, H10 0.983, H11 1.009
6 O 0.71988 1.40182 0.88594  C1 1.296, C2 1.276
7 H -0.36049 0.30977 1.87278  C1 1.029
8 H 1.38357 2.04005 -0.81521  C2 1.069
9 H 1.45708 3.33045 0.57225  C2 1.118
10 H -1.82962 -2.39023 -0.30049  N5 0.983
11 H -1.25303 -2.65620 -1.83430  N5 1.009

Results
Kohn-Sham gap (alpha / beta): 7.9 / 7.4 eV
largest force on an atom: 2.63 eV Å⁻¹
LUMO (alpha / beta): 0.14 / 0.12 eV

=====

Entry 4:
Entry from OMol25: the molecule C18H17Cl2N3O3 (ωB97M-V/def2-TZVPD).

Bonds (Å) are listed after each position.
Positions of all 43 atoms, in Å:
1 C 2.57058 1.72297 6.14155  C2 1.523, H27 1.087, H28 1.088, H29 1.088
2 C 2.20377 0.43335 5.41811  C1 1.523, C3 1.526, H30 1.093, H31 1.093
3 C 2.11456 0.64227 3.90890  C2 1.526, C4 1.534, H32 1.092, H33 1.092
4 C 1.74725 -0.65851 3.18374  C3 1.534, C5 1.443, H34 1.094, H35 1.094
5 C 1.66148 -0.45781 1.75770  C4 1.443, C6 1.205
6 C 1.61809 -0.26566 0.56911  C5 1.205, C7 1.402
7 C 1.48659 -0.06514 -0.81240  C6 1.402, C8 1.377, O26 1.350
8 C 2.28584 -0.46643 -1.85954  C7 1.377, C9 1.404, H36 1.070
9 C 1.63857 -0.04081 -3.03097  C8 1.404, C10 1.375, H37 1.070
10 C 0.48969 0.59969 -2.63091  C9 1.375, C11 1.462, O26 1.356
11 C -0.62674 1.12006 -3.41773  C10 1.462, O12 1.212, N13 1.375
12 O -0.71967 1.01545 -4.62199  C11 1.212
13 N -1.59520 1.71209 -2.64202  C11 1.375, N14 1.388, H38 1.014
14 N -2.87759 1.92737 -3.12727  N13 1.388, C15 1.384, H39 1.017
15 C -3.57104 0.96996 -3.84728  N14 1.384, O16 1.207, N17 1.379
16 O -4.43444 1.28566 -4.62899  C15 1.207
17 N -3.26337 -0.35361 -3.60967  C15 1.379, C18 1.389, H40 1.011
18 C -2.53816 -0.92889 -2.57464  N17 1.389, C19 1.396, C25 1.394
19 C -2.70677 -0.49582 -1.25811  C18 1.396, C20 1.384, H41 1.079
20 C -1.95560 -1.07543 -0.25066  C19 1.384, Cl21 1.722, C22 1.386
21 Cl -2.13592 -0.51097 1.36588  C20 1.722
22 C -1.05154 -2.09311 -0.50985  C20 1.386, C23 1.386, H42 1.077
23 C -0.91424 -2.52637 -1.81974  C22 1.386, Cl24 1.722, C25 1.383
24 Cl 0.22389 -3.76974 -2.17245  C23 1.722
25 C -1.64751 -1.96580 -2.85028  C18 1.394, C23 1.383, H43 1.078
26 O 0.40074 0.58928 -1.27769  C7 1.350, C10 1.356
27 H 2.63014 1.55562 7.21426  C1 1.087
28 H 3.53412 2.09288 5.79779  C1 1.088
29 H 1.82337 2.49116 5.95489  C1 1.088
30 H 2.95515 -0.32992 5.63498  C2 1.093
31 H 1.24343 0.06921 5.79119  C2 1.093
32 H 3.07289 1.00575 3.53139  C3 1.092
33 H 1.36068 1.40090 3.68767  C3 1.092
34 H 0.78002 -1.02013 3.54593  C4 1.094
35 H 2.49926 -1.42514 3.39213  C4 1.094
36 H 3.20817 -1.00424 -1.78264  C8 1.070
37 H 1.95690 -0.18030 -4.04328  C9 1.070
38 H -1.50549 1.65230 -1.63388  N13 1.014
39 H -3.04193 2.85883 -3.50022  N14 1.017
40 H -3.52202 -0.95790 -4.37731  N17 1.011
41 H -3.42329 0.27848 -1.03269  C19 1.079
42 H -0.46246 -2.52549 0.28144  C22 1.077
43 H -1.51220 -2.30606 -3.86442  C25 1.078

Results
SMILES: CCCCC#Cc1ccc(C(=O)NNC(=O)Nc2cc(Cl)cc(Cl)c2)o1
Kohn-Sham gap: 8.6 eV
largest force on an atom: 1.34 eV Å⁻¹
LUMO: 0.09 eV

=====

Entry 5:
Entry from OMol25: the molecule C28H40N2O9 (ωB97M-V/def2-TZVPD).

Bonds (Å) are listed after each position.
Positions of all 79 atoms, in Å:
1 C -6.04267 -4.03828 -2.49408  C2 1.524, H40 1.087, H41 1.088, H42 1.088
2 C -6.06445 -4.12485 -0.97256  C1 1.524, C3 1.529, H43 1.092, H44 1.093
3 C -5.05513 -3.18979 -0.30513  C2 1.529, C4 1.528, H45 1.092, H46 1.093
4 C -3.60456 -3.57016 -0.59979  C3 1.528, C5 1.529, H47 1.093, H48 1.091
5 C -2.59759 -2.82620 0.27773  C4 1.529, C6 1.527, H49 1.093, H50 1.093
6 C -2.57928 -1.32337 0.00746  C5 1.527, C7 1.532, H51 1.090, H52 1.092
7 C -1.50959 -0.61969 0.84816  C6 1.532, C8 1.515, C32 1.548, H53 1.093
8 C -0.13389 -1.11008 0.44557  C7 1.515, O9 1.202, O10 1.340
9 O 0.29257 -1.07719 -0.67754  C8 1.202
10 O 0.58397 -1.51904 1.50002  C8 1.340, C11 1.428
11 C 1.99753 -1.56606 1.30631  O10 1.428, C12 1.518, C13 1.567, H54 1.098
12 C 2.59515 -2.43811 2.39514  C11 1.518, H55 1.086, H56 1.087, H57 1.086
13 C 2.59068 -0.11586 1.34445  C11 1.567, N14 1.437, C27 1.531, H58 1.096
14 N 3.70361 0.00892 0.44407  C13 1.437, C15 1.346, H59 1.011
15 C 4.98079 -0.19163 0.81887  N14 1.346, O16 1.236, C17 1.477
16 O 5.23730 -0.58959 1.96080  C15 1.236
17 C 6.03749 0.07379 -0.17864  C15 1.477, C18 1.401, C25 1.404
18 C 5.76949 0.42347 -1.50859  C17 1.401, C19 1.376, H60 1.079
19 C 6.79511 0.67391 -2.39168  C18 1.376, C20 1.389, H61 1.079
20 C 8.12029 0.58880 -1.98512  C19 1.389, C21 1.383, H62 1.077
21 C 8.41699 0.23850 -0.68092  C20 1.383, N22 1.397, C25 1.412
22 N 9.71477 0.11954 -0.17710  C21 1.397, C23 1.352, H63 1.012
23 C 10.88597 0.31832 -0.82227  N22 1.352, O24 1.204, H64 1.107
24 O 11.03713 0.64067 -1.97290  C23 1.204
25 C 7.37592 -0.02935 0.23389  C17 1.404, C21 1.412, O26 1.346
26 O 7.73327 -0.37375 1.48453  C25 1.346, H65 0.994
27 C 1.54098 0.91457 0.91951  C13 1.531, O28 1.200, O29 1.328
28 O 1.59916 1.51904 -0.11582  C27 1.200
29 O 0.60061 1.01406 1.85254  C27 1.328, C30 1.433
30 C -0.64284 1.68308 1.60849  O29 1.433, C31 1.523, C32 1.545, H66 1.097
31 C -0.47243 3.14233 1.20598  C30 1.523, H67 1.087, H68 1.086, H69 1.087
32 C -1.50972 0.90693 0.59161  C7 1.548, C30 1.545, O33 1.423, H70 1.099
33 O -2.82689 1.42655 0.73706  C32 1.423, C34 1.348
34 C -3.49257 1.80414 -0.37320  O33 1.348, O35 1.199, C36 1.508
35 O -3.04137 1.73805 -1.48169  C34 1.199
36 C -4.86627 2.31172 -0.01272  C34 1.508, C37 1.535, H71 1.090, H72 1.093
37 C -5.18032 3.62923 -0.73513  C36 1.535, C38 1.525, C39 1.526, H73 1.094
38 C -6.63381 4.02542 -0.49579  C37 1.525, H74 1.087, H75 1.088, H76 1.087
39 C -4.23534 4.73031 -0.26156  C37 1.526, H77 1.089, H78 1.087, H79 1.088
40 H -5.09278 -4.38625 -2.89054  C1 1.087
41 H -6.83269 -4.65380 -2.91832  C1 1.088
42 H -6.19640 -3.01149 -2.81902  C1 1.088
43 H -5.86218 -5.15336 -0.66478  C2 1.092
44 H -7.06538 -3.86608 -0.61820  C2 1.093
45 H -5.24564 -2.16961 -0.64331  C3 1.092
46 H -5.21425 -3.21997 0.77605  C3 1.093
47 H -3.48288 -4.64289 -0.43121  C4 1.093
48 H -3.37472 -3.36828 -1.64656  C4 1.091
49 H -2.83109 -3.00312 1.33082  C5 1.093
50 H -1.60070 -3.23089 0.08689  C5 1.093
51 H -3.55294 -0.89569 0.24765  C6 1.090
52 H -2.36955 -1.14060 -1.04839  C6 1.092
53 H -1.66466 -0.81504 1.91249  C7 1.093
54 H 2.20019 -1.97706 0.30841  C11 1.098
55 H 2.29282 -3.47235 2.25649  C12 1.086
56 H 2.24338 -2.09676 3.36506  C12 1.087
57 H 3.67809 -2.36804 2.36540  C12 1.086
58 H 2.91554 0.09830 2.36889  C13 1.096
59 H 3.47021 0.41593 -0.45154  N14 1.011
60 H 4.75335 0.49118 -1.86415  C18 1.079
61 H 6.57123 0.94033 -3.41250  C19 1.079
62 H 8.92408 0.78845 -2.67365  C20 1.077
63 H 9.73164 -0.15046 0.79852  N22 1.012
64 H 11.74149 0.14347 -0.14132  C23 1.107
65 H 6.89066 -0.54649 1.98293  O26 0.994
66 H -1.14504 1.62254 2.58175  C30 1.097
67 H -0.02638 3.21916 0.21811  C31 1.087
68 H -1.44615 3.62413 1.19966  C31 1.086
69 H 0.16709 3.65004 1.92418  C31 1.087
70 H -1.16685 1.09266 -0.43570  C32 1.099
71 H -4.92968 2.43239 1.06897  C36 1.090
72 H -5.58656 1.55069 -0.32271  C36 1.093
73 H -5.02179 3.46919 -1.80595  C37 1.094
74 H -7.31034 3.25480 -0.85748  C38 1.087
75 H -6.81725 4.17492 0.56626  C38 1.088
76 H -6.86254 4.95204 -1.01603  C38 1.087
77 H -4.32887 4.87892 0.81288  C39 1.089
78 H -4.46840 5.66863 -0.75874  C39 1.087
79 H -3.20413 4.47213 -0.49126  C39 1.088

Results
SMILES: CCCCCC[C@H]1C(=O)O[C@H](C)[C@@H](NC(=O)c2cccc(NC=O)c2O)C(=O)O[C@@H](C)[C@@H]1OC(=O)CC(C)C
Kohn-Sham gap: 8.9 eV
largest force on an atom: 0.86 eV Å⁻¹
LUMO: 0.49 eV

=====

Entry 6:
Entry from OMol25: the ion CHF3NO2S with charge -1 (ωB97M-V/def2-TZVPD).

Bonds (Å) are listed after each position.
Positions of all 9 atoms, in Å:
1 C 0.05002 0.17991 1.12445  N2 1.377, F5 1.387, F6 1.350, F7 1.380
2 N -0.80892 -0.23058 0.12903  C1 1.377, S8 2.020, H9 1.037
3 O 1.33082 -0.04654 -1.59144  S8 1.490
4 O -0.83483 -0.54712 -2.64153  S8 1.478
5 F 0.61444 1.44550 1.06700  C1 1.387
6 F -0.41700 0.06679 2.38623  C1 1.350
7 F 1.10953 -0.70197 1.18198  C1 1.380
8 S 0.10189 -0.88726 -1.55065  N2 2.020, O3 1.490, O4 1.478
9 H -1.14595 0.72127 -0.10506  N2 1.037

Results
Kohn-Sham gap: 8.7 eV
largest force on an atom: 3.07 eV Å⁻¹
LUMO: 4.07 eV
charge: -1

=====

- Among the records above, which one has the lowest largest force on an atom?
  C6H12O

=====

- Which of these has the lowest largest force on an atom?
  C6H12O